Density functional theory data (the ωB97M-V functional and the def2-TZVPD basis) for 2 unconnected molecules or ions with the total composition C5H11N.

maximum force: 4.49 eV/Å
E_HOMO: -9.18 eV
molar mass: 85.15 g mol⁻¹
charge: 0
LUMO energy: 1.0 eV

Cartesian coordinates (Å):
C  -2.312  -0.103  0.041
C  -3.777  0.065  0.084
C  2.117  1.234  0.166
H  3.163  1.379  -0.159
H  2.094  1.220  1.272
H  -0.057  -0.159  -0.050
H  1.882  0.073  -1.405
H  -4.157  0.235  1.102
H  1.999  -1.456  1.142
C  2.457  -1.083  0.204
H  2.561  -1.940  -0.480
C  -1.105  -0.237  -0.164
H  1.609  2.147  -0.170
H  -4.103  0.898  -0.552
N  1.651  -0.013  -0.406
H  3.459  -0.739  0.470
H  -4.285  -0.818  -0.316

Density functional theory data (the ωB97M-V functional and the def2-TZVPD basis) for 2 unconnected molecules or ions with the total composition C3H6F3N3O.

maximum force: 6.19 eV/Å
E_HOMO: -7.52 eV
molar mass: 157.09 g mol⁻¹
charge: 0
LUMO energy: 0.5 eV

Cartesian coordinates (Å):
C  -1.195  -1.423  -0.055
H  2.074  -3.256  1.422
O  2.391  -1.070  -1.004
N  0.147  0.466  -1.186
H  -0.537  1.496  1.198
N  2.406  -2.505  0.837
H  0.502  1.331  -1.039
H  -0.637  0.600  -2.000
N  -1.092  0.661  1.075
C  -0.340  -0.262  0.274
C  2.349  -1.775  -0.086
F  -0.944  -2.092  -1.265
H  0.939  -0.097  -1.409
F  -1.071  -2.489  0.773
H  -2.039  0.979  0.628
F  -2.491  -1.101  -0.112

Density functional theory data (the ωB97M-V functional and the def2-TZVPD basis) for a molecular structure, CH7N2P3.

maximum force: 3.17 eV/Å
E_HOMO: -8.30 eV
molar mass: 140.00 g mol⁻¹
charge: 0
LUMO energy: -0.2 eV

Cartesian coordinates (Å):
N  0.712  -0.655  -0.347
N  0.915  2.002  0.189
P  1.323  3.397  0.891
H  -0.870  0.188  0.628
H  -0.286  -1.994  -1.686
H  -0.564  -1.622  1.064
C  -0.570  -0.809  0.263
H  1.823  4.242  -0.190
P  1.057  -1.849  -1.459
H  -1.395  -1.255  -0.320
H  0.087  4.013  1.097
H  0.977  -2.956  -0.529
P  1.600  0.863  -0.627

Density functional theory data (the ωB97M-V functional and the def2-TZVPD basis) for a molecular structure, N2O6Rb.

maximum force: 3.76 eV/Å
E_HOMO (alpha / beta): -11.11 / -8.11 eV
molar mass: 209.48 g mol⁻¹
2S+1: 2
charge: 0
LUMO energy (alpha / beta): -0.7 / -5.7 eV

Cartesian coordinates (Å):
O  0.017  -1.866  3.421
Rb  0.899  0.849  0.034
O  -0.474  1.691  -3.009
O  -0.320  0.020  2.371
O  -1.468  -0.087  -3.893
N  -0.562  0.443  -3.194
O  0.179  -0.150  -2.442
O  1.403  -0.208  3.486
N  0.325  -0.692  3.226

Density functional theory data (the ωB97M-V functional and the def2-TZVPD basis) for a single C5H9O molecule.

maximum force: 2.28 eV/Å
E_HOMO (alpha / beta): -9.90 / -9.82 eV
molar mass: 85.13 g mol⁻¹
2S+1: 2
charge: 0
LUMO energy (alpha / beta): 1.0 / -1.4 eV

Cartesian coordinates (Å):
H  -0.505  -0.469  -1.790
H  -2.091  2.350  0.822
C  0.202  -1.010  0.110
H  -1.761  -1.102  -0.710
H  -0.120  -0.956  1.161
C  -0.897  -0.433  -0.766
O  2.632  -0.743  0.479
C  1.508  -0.128  0.104
H  1.273  0.642  0.868
H  0.526  -2.044  -0.015
H  1.567  0.467  -0.827
C  -2.264  1.359  0.415
C  -1.278  0.979  -0.401
H  -3.107  0.760  0.711
H  -0.473  1.688  -0.570

Density functional theory data (the ωB97M-V functional and the def2-TZVPD basis) for a molecular structure, C39H32IrN3O5PSSe.

maximum force: 0.17 eV/Å
E_HOMO (alpha / beta): -7.02 / -7.02 eV
molar mass: 956.92 g mol⁻¹
2S+1: 2
charge: 0
LUMO energy (alpha / beta): -0.1 / -1.7 eV

Cartesian coordinates (Å):
H  -0.092  0.280  -4.933
H  -3.148  1.906  0.684
C  0.733  2.224  3.074
H  0.813  -1.641  -6.156
C  -2.538  -1.798  1.688
Se  0.662  -5.189  1.150
H  1.148  2.824  -0.472
H  -3.271  -3.777  1.334
H  2.059  -3.412  -4.954
C  2.382  4.361  -4.159
H  -5.215  2.321  -0.244
P  -0.256  1.076  -2.351
C  3.776  -3.943  3.593
H  3.360  -3.923  1.481
C  -3.263  -2.749  0.992
C  2.207  -0.742  5.687
C  -2.907  0.854  -3.445
H  -4.527  -0.788  -1.458
C  0.576  -0.410  -3.004
C  1.754  -4.780  2.631
C  1.001  4.422  -4.269
H  -1.297  3.336  1.282
H  -4.529  -3.132  -0.701
C  1.816  -2.488  -3.038
C  2.223  0.617  6.053
H  0.532  5.250  -4.786
C  1.646  -2.573  -4.412
O  0.715  -0.704  2.439
C  2.988  3.292  -3.508
H  1.678  -2.182  4.192
H  -2.565  0.382  -4.361
H  -2.176  2.934  -1.221
H  4.066  3.248  -3.426
C  -3.955  -1.070  -0.584
H  -5.903  2.083  -2.413
C  0.426  -0.502  -4.387
C  -4.907  1.707  -2.194
C  3.009  -4.194  2.466
C  1.173  -0.212  3.551
C  0.824  2.346  -3.066
O  -1.748  0.443  1.876
C  1.723  1.536  5.173
C  1.336  -5.075  3.928
H  2.992  5.145  -4.587
H  1.894  -5.031  6.000
C  2.193  -4.802  4.983
H  -0.863  3.445  -3.801
H  -4.855  0.880  -4.188
H  2.623  0.927  7.008
C  -3.235  -0.101  0.102
H  -1.954  -2.053  2.564
H  0.267  4.171  1.424
H  4.751  -3.480  3.494
S  1.414  -1.380  -0.593
C  1.697  -1.141  4.482
C  1.196  1.163  3.914
H  1.724  2.589  5.433
N  3.394  -4.245  4.834
O  0.002  -1.474  -0.126
C  1.277  -1.415  -2.348
H  0.792  3.232  3.485
C  0.073  2.940  -0.335
H  2.683  1.446  -2.458
C  -3.965  -2.389  -0.151
C  0.947  -1.583  -5.083
C  -2.508  -0.480  1.240
O  2.302  -2.422  -0.199
H  2.354  -3.246  -2.486
C  -1.919  1.144  -2.470
O  1.835  0.016  -0.237
C  2.213  2.279  -2.967
Ir  0.011  0.399  0.939
H  0.363  -5.512  4.105
N  0.278  2.107  1.880
C  -3.239  1.367  -0.262
C  -0.220  3.242  1.119
C  -4.228  1.118  -3.338
H  2.610  -1.491  6.358
C  0.219  3.415  -3.720
H  -0.273  3.744  -0.986
C  -2.072  1.845  -1.149
C  -4.520  1.828  -0.915
N  -0.585  1.645  -0.696